12
Properties=species:S:1:pos:R:3:lowdin_charge:R:1 method="wB97M-V/def2-TZVPD" homo_ev="-8.65 / -8.56" gap_ha="0.312 / 0.270"
C -0.77863 -1.48944 -0.30948 -0.27
C 1.52357 -0.46638 -0.54836 -0.13
C -1.44672 1.64620 0.66522 -0.44
C 0.52557 -1.30332 0.15813 -0.81
N -1.88443 -1.18742 -0.54343 0.18
Cl 1.01781 -1.79764 1.63674 0.80
Br -1.02505 2.50551 -0.99792 0.56
H 2.43817 -0.53540 0.08760 0.07
H 1.12866 0.58195 -0.69242 0.05
H 1.81360 -0.82038 -1.55074 0.09
H -1.18642 0.63068 0.84027 -0.07
H -2.12614 2.23563 1.25441 -0.02

---

12
Properties=species:S:1:pos:R:3:lowdin_charge:R:1 method="wB97M-V/def2-TZVPD" homo_ev="-9.54 / -9.67" gap_ha="0.305 / 0.219"
C 0.99721 -0.48285 1.63913 -0.09
C -0.19357 0.20205 2.06545 -0.16
C 0.81693 -0.48891 0.30048 0.01
C -0.97988 0.24259 -1.39843 -0.03
N -0.93320 0.43094 1.01845 0.04
N -0.38982 -0.04741 -0.12361 -0.18
Br 2.40982 -0.47486 -3.07207 0.06
H 1.86076 -1.00019 2.11157 0.10
H -0.62456 0.61962 2.95904 0.10
H -0.11183 0.42831 -2.00325 0.01
H -1.41032 -0.56936 -1.93990 0.09
H -1.44153 1.14007 -1.55687 0.06

---

14
Properties=species:S:1:pos:R:3:lowdin_charge:R:1 method="wB97M-V/def2-TZVPD" homo_ev="-9.87 / -9.87" gap_ha="0.313 / 0.313"
C -0.55460 2.13910 -0.01774 0.21
C 0.61217 1.70261 0.10026 -0.07
C 1.85520 1.07121 0.28150 -0.19
N 2.13646 -0.17445 0.21713 0.14
C 0.88704 -1.02686 0.02338 -0.46
O 0.90009 -1.65632 -1.20942 0.06
N -0.22573 -0.43184 0.53835 0.00
O -1.30943 -0.84943 0.12399 -0.12
H -1.43888 2.55638 -0.06153 0.00
H 2.70027 1.71430 0.41697 0.11
H 1.21247 -1.78825 0.84143 0.20
H 0.17482 -1.30852 -1.70881 0.09
Br -4.10474 -0.68371 0.14652 0.36
H -2.84514 -1.26422 0.30797 -0.33